The following is a DFT calculation (ωB97M-V/def2-TZVPD) of a molecular structure, C30H26N5O11Rb at a distorted geometry.

```
73
Properties=species:S:1:pos:R:3:forces:R:3
Rb -7.077 -1.965 0.675 0.6 0.3 -0.1
O -2.874 -0.034 0.223 -0.2 0.3 -0.1
H -2.478 0.839 0.033 -0.4 -0.6 0.1
C 0.294 -7.064 0.594 1.6 -2.1 -0.7
C 0.992 -8.299 0.469 -0.3 1.1 0.4
C 2.214 -8.404 -0.190 0.4 -0.1 0.0
C 2.767 -7.283 -0.777 -1.5 0.3 0.4
C 1.983 -6.095 -0.779 2.8 -0.1 -0.6
C 0.812 -5.960 -0.100 -1.7 -0.9 1.1
N 4.104 -7.312 -1.475 -1.5 -0.1 0.6
O 4.269 -6.406 -2.231 0.4 1.6 -1.2
O 4.898 -8.198 -1.299 -0.1 -0.9 0.7
H -0.571 -7.114 1.239 -0.2 0.6 -0.2
H 0.629 -9.181 0.977 -0.2 0.0 0.0
H 2.742 -9.346 -0.216 0.1 -0.1 0.0
H 2.494 -5.254 -1.225 -0.4 0.3 -0.2
H 0.208 -5.065 -0.062 0.5 0.4 -0.2
C -3.132 5.757 0.283 0.6 0.0 -0.6
C -4.253 6.604 0.182 0.9 -1.3 0.9
C -4.172 7.784 -0.501 0.6 0.7 -1.9
C -3.030 8.018 -1.308 0.3 -0.8 0.8
C -1.917 7.146 -1.261 -1.1 -0.2 -0.1
C -1.966 5.987 -0.443 -0.6 2.0 -0.3
N -2.972 9.255 -2.158 2.7 0.6 0.6
O -3.968 9.812 -2.535 -0.7 -0.4 0.1
O -1.820 9.703 -2.357 -1.7 -1.0 0.1
H -3.130 4.873 0.903 -0.4 -0.1 0.1
H -5.119 6.222 0.703 -0.3 0.7 0.1
H -4.966 8.511 -0.583 -0.2 -0.1 0.2
H -1.076 7.293 -1.923 0.1 0.3 0.1
H -1.072 5.388 -0.350 -0.2 -0.3 0.0
C -1.595 -3.709 6.763 1.3 1.6 0.2
C -0.608 -2.939 6.056 -0.4 -2.6 2.3
C 0.692 -2.968 6.613 0.6 1.4 -0.9
C 1.071 -3.574 7.814 -1.8 0.6 -1.7
C 0.017 -4.186 8.493 1.8 0.1 1.6
C -1.284 -4.208 8.048 -0.1 -0.2 -1.5
N 2.470 -3.417 8.314 0.9 -0.9 2.3
O 2.665 -3.741 9.519 -0.8 0.6 -2.5
O 3.373 -3.026 7.588 -1.6 -0.3 0.2
H -2.592 -3.726 6.350 -0.2 -0.2 0.2
H -0.921 -2.471 5.134 0.6 0.2 0.0
H 1.452 -2.362 6.142 0.2 -0.1 -0.3
H 0.287 -4.573 9.464 -0.3 -0.2 0.2
H -2.027 -4.677 8.676 -0.1 0.0 -0.1
C 4.009 0.507 -1.136 -1.5 0.0 1.8
C 2.988 0.536 -0.111 0.8 0.8 -0.2
C 3.225 1.040 1.164 0.9 -0.7 0.0
C 4.554 1.377 1.533 -1.3 -0.7 -0.8
C 5.488 1.342 0.555 2.7 -0.7 -2.0
C 5.280 0.918 -0.784 -2.0 0.0 0.5
N 4.883 1.695 2.936 -0.2 2.3 -1.0
O 4.022 1.514 3.737 -1.6 -1.3 1.3
O 5.856 2.371 3.191 1.2 -0.5 -0.6
H 3.736 0.152 -2.118 0.2 -0.1 -0.1
H 1.965 0.217 -0.248 0.0 -0.1 -0.6
H 2.422 1.039 1.887 0.1 0.1 0.1
H 6.557 1.456 0.661 0.0 0.6 1.2
H 6.033 0.866 -1.557 0.5 0.2 0.4
C -2.883 0.954 -5.892 0.6 0.3 -0.2
C -2.744 0.776 -7.247 -0.2 -1.3 -1.6
C -2.589 1.777 -8.207 0.0 1.6 1.4
C -2.591 3.104 -7.689 -0.4 -0.2 0.7
C -2.747 3.331 -6.311 1.5 -0.8 0.0
C -2.768 2.235 -5.443 -0.5 1.0 0.5
N -2.431 4.346 -8.511 -0.1 1.5 0.4
O -2.481 4.257 -9.720 0.1 -0.5 0.3
O -2.303 5.438 -7.919 -0.1 -2.1 -0.7
H -2.924 0.173 -5.147 -0.1 -0.4 -0.4
H -2.742 -0.235 -7.627 0.0 -0.2 -0.1
H -2.423 1.539 -9.247 -0.1 0.2 0.0
H -2.531 4.288 -5.862 -0.5 0.3 -0.4
H -2.674 2.351 -4.373 -0.2 0.5 0.1
```
Forces are in eV/Å.

The following is a DFT calculation (ωB97M-V/def2-TZVPD) of 2 unconnected molecules or ions with the total composition C5H9NO5 at a distorted geometry.

```
20
Properties=species:S:1:pos:R:3:forces:R:3
C 0.229 -2.299 0.189 -0.2 -0.1 -0.2
C -0.300 -1.087 -0.544 0.2 0.3 -0.9
C 0.938 -0.053 -0.738 -3.9 -2.9 -1.7
O 1.058 0.184 0.553 3.2 2.3 1.5
O 3.130 2.138 -0.380 2.4 -0.7 1.5
N 3.936 1.630 0.368 1.5 0.7 -0.2
O 5.149 1.742 0.626 -3.9 0.1 -1.3
O -1.188 -0.413 0.388 -0.5 0.5 -1.1
C -1.868 0.634 -0.157 0.2 -0.7 -0.5
O -1.794 0.942 -1.336 0.0 -0.1 1.4
C -2.768 1.256 0.870 -0.2 0.2 -0.3
H 1.019 -2.741 -0.420 -0.1 -0.2 0.0
H 0.674 -1.995 1.141 -0.1 0.0 -0.1
H -0.553 -3.037 0.379 0.1 0.0 0.0
H -0.894 -1.300 -1.444 0.4 -0.1 0.2
H 1.716 -0.585 -1.348 0.2 0.7 1.0
H 0.533 0.759 -1.398 0.7 0.1 0.8
H -2.657 0.781 1.847 0.0 0.1 -0.2
H -2.578 2.336 0.929 -0.1 -0.3 0.0
H -3.781 1.106 0.474 0.1 0.2 0.3
```
Forces are in eV/Å.

Properties
- Energy above the lowest of the compared OMol25 structures with the same formula, charge and spin: 141.4 kcal per mole

The following is a DFT calculation (ωB97M-V/def2-TZVPD) of 2 unconnected molecules or ions with the total composition C3H7NO2 at a distorted geometry.

```
13
Properties=species:S:1:pos:R:3:forces:R:3
C -1.228 1.476 0.325 0.8 1.9 1.1
C -2.133 0.577 -0.296 1.3 0.5 -0.7
C 2.453 -0.920 0.201 3.1 1.7 -0.9
N 1.123 1.048 -0.232 2.5 0.7 -0.4
O 2.151 1.679 -0.229 -2.5 -2.2 0.2
O 1.225 -0.366 -0.122 -0.9 2.0 -0.5
H -0.789 2.215 -0.352 -0.3 0.0 -0.2
H -1.388 -0.209 -0.293 0.2 -1.3 0.3
H -2.925 0.404 0.352 -1.5 -1.1 1.1
H -2.378 0.706 -1.310 -0.8 0.4 -1.5
H 2.164 -1.623 0.912 0.3 -1.5 1.4
H 3.208 -0.117 0.613 -1.6 -1.6 -0.6
H 2.948 -1.390 -0.696 -0.6 0.4 0.8
```
Forces are in eV/Å.

Properties
- Energy above the lowest of the compared OMol25 structures with the same formula, charge and spin: 203.8 kcal per mole

The following is a DFT calculation (ωB97M-V/def2-TZVPD) of a single C3H5NO molecule.

```
10
Properties=species:S:1:pos:R:3:forces:R:3
O 2.053 -0.733 0.269 -0.4 0.3 0.0
C 0.972 -0.288 0.019 0.4 0.0 -0.2
C 0.201 1.015 0.302 -0.2 0.3 0.1
N -1.064 0.250 0.114 -0.3 0.0 0.2
C -0.327 -0.853 -0.558 -0.4 -0.3 -0.3
H 0.291 1.519 1.267 0.2 -0.1 -0.1
H 0.306 1.750 -0.514 0.1 -0.3 0.3
H -1.400 -0.081 1.021 0.2 0.2 -0.3
H -0.638 -1.861 -0.263 0.2 0.1 -0.2
H -0.394 -0.717 -1.656 0.1 -0.3 0.5
```
Forces are in eV/Å.

Properties
- SMILES: O=C1CNC1
- Energy above the lowest of the compared OMol25 structures with the same formula, charge and spin: 32.1 kcal per mole

The following is a DFT calculation (ωB97M-V/def2-TZVPD) of a molecular structure, C2H3BrINO at a distorted geometry.

```
9
Properties=species:S:1:pos:R:3:forces:R:3
C 0.422 -0.007 -0.554 -0.2 0.4 -1.1
C -0.302 1.190 -0.029 0.0 0.2 -0.1
N 0.381 -1.134 0.182 -0.6 -1.3 2.8
O 1.116 -0.030 -1.548 0.3 0.6 -0.4
Br 1.130 -2.661 -0.405 0.0 -0.3 -0.4
I -1.310 -1.811 2.094 0.7 0.6 -1.0
H 0.043 2.054 -0.594 -0.1 0.0 0.1
H -0.107 1.329 1.031 0.0 0.0 0.1
H -1.373 1.069 -0.175 -0.1 0.0 0.0
```
Forces are in eV/Å.

Properties
- Energy above the lowest of the compared OMol25 structures with the same formula, charge and spin: 46.4 kcal per mole

Asked for E_tot across the records above, the calculation gives -62140.3791, -17051.8177, -8801.6930, -6728.1791, -83800.4888 eV in order.